1.
{
  "formula": "C8H9N3O2S3",
  "method": "the ωB97M-V functional and the def2-TZVPD basis",
  "symbols": ["H", "N", "H", "S", "H", "C", "O", "H", "H", "H", "C", "C", "C", "C", "C", "C", "H", "N", "N", "O", "H", "S", "C", "H", "S"],
  "coordinates": [[3.32132, 0.82182, 2.67189], [4.35230, 1.51539, -0.41113], [1.73927, 1.90115, -1.54146], [5.77448, 1.29729, 1.62123], [-0.67757, 1.27370, -1.61822], [-0.40922, 0.32658, 0.41469], [-3.00123, 0.76861, 1.27227], [-2.45764, 0.06546, -2.11803], [-3.70128, 0.28461, -0.89115], [-1.05893, -2.71943, -0.32643], [-2.20078, -2.62315, -0.34674], [-0.07688, 1.02867, -0.75303], [1.33281, 1.46034, -0.69940], [-3.22142, -0.42853, -1.52806], [3.42801, 1.24328, 0.61071], [4.01522, 1.01272, 1.83713], [-3.96021, -1.11399, -2.09851], [5.57432, 1.60616, -0.07974], [-2.52728, -1.22661, -0.42989], [-1.77512, -1.27413, 2.00238], [-2.84413, -3.15104, -1.16024], [0.90950, 0.30400, 1.60467], [1.99114, 1.00872, 0.39722], [-2.53537, -3.05429, 0.64807], [-1.99132, -0.32732, 0.92178]],
  "forces_ev_per_angstrom": [[1.352, -0.002, 0.077], [-0.471, 0.267, -0.049], [1.158, 0.938, -1.266], [-2.351, -0.341, -0.111], [-0.285, -0.257, 0.294], [0.328, 1.318, -0.590], [3.385, -2.824, -1.972], [-0.237, -0.179, -0.661], [-0.935, 0.768, -0.427], [-1.530, -0.598, -0.782], [-0.170, -1.431, 0.082], [1.579, -0.393, 2.077], [-2.939, -2.182, 0.762], [0.242, -2.351, 1.263], [1.477, -1.052, 1.110], [0.964, 1.026, -1.311], [1.395, 1.322, 0.910], [-1.364, -0.492, 1.357], [-0.126, 2.444, 1.274], [0.623, 0.688, -1.081], [1.801, 0.682, 1.161], [-0.064, -0.130, -1.972], [-0.080, 1.113, 0.015], [0.233, 0.533, -1.217], [-3.982, 1.132, 1.057]],
  "molar_mass_g_mol": 275.38,
  "smiles": "CN(C)S(=O)(=O)c1ccc(-c2csnn2)s1",
  "spin_multiplicity": 1,
  "homo_energy_ev": -9.1,
  "orbital_gap_ev": 8.5
}

2.
{
  "formula": "C8H9N3O3",
  "method": "the ωB97M-V functional and the def2-TZVPD basis",
  "symbols": ["C", "C", "N", "C", "H", "C", "C", "C", "H", "H", "N", "O", "C", "C", "H", "H", "H", "H", "O", "O", "H", "H", "N"],
  "coordinates": [[-1.90169, -0.19402, -2.19246], [-0.37966, 0.03288, -0.35890], [2.54461, 2.35375, 0.86850], [0.57572, 0.06064, 1.80630], [2.42531, 3.13332, 1.48050], [2.98270, 1.24077, 0.95063], [-1.22172, -1.29412, -2.65003], [-1.45896, 0.44776, -1.07456], [0.78196, -1.02490, 1.86626], [-2.76842, 0.15657, -2.83226], [0.02237, 0.70013, 0.73540], [3.25339, 0.09379, 0.92857], [-0.12786, -1.75769, -1.94535], [0.31592, -1.15129, -0.79853], [0.48527, -2.68672, -2.30475], [-0.32052, 1.57373, 1.06417], [1.22545, -1.42477, -0.14576], [-1.59012, -1.79470, -3.64355], [0.46565, 2.00100, 2.92245], [1.31508, 0.17883, 3.96078], [1.46897, 0.92071, 4.46940], [-2.12582, 1.24611, -0.61538], [0.74629, 0.78212, 2.81175]],
  "forces_ev_per_angstrom": [[-1.169, -0.001, -2.075], [0.677, -2.569, -1.851], [0.640, -0.271, -0.538], [-0.363, -2.368, -1.461], [0.024, -0.072, 0.276], [-0.500, -0.505, 0.193], [-0.846, -1.231, -2.517], [-2.440, 2.256, 1.290], [-0.073, 1.104, -0.174], [1.011, -0.240, 1.261], [0.942, -0.461, 1.991], [0.325, 0.932, -0.150], [2.048, -2.730, -0.588], [0.663, 1.769, 1.966], [-1.403, 1.813, 0.552], [-0.655, 1.015, -0.476], [-1.447, -0.006, -1.673], [0.953, 0.858, 2.144], [-0.188, 0.926, 0.109], [-0.800, -2.703, -2.432], [0.539, 2.761, 1.980], [1.120, -0.740, -0.765], [0.940, 0.464, 2.939]],
  "molar_mass_g_mol": 195.18,
  "de_lowest_kcal_mol": 30.9,
  "smiles": "[O-]/[N+](O)=C\\Nc1ccccc1.N=C=O",
  "spin_multiplicity": 1,
  "homo_energy_ev": -7.9,
  "orbital_gap_ev": 8.6
}

3.
{
  "formula": "C8H9N3S",
  "method": "the ωB97M-V functional and the def2-TZVPD basis",
  "symbols": ["H", "C", "H", "N", "H", "H", "H", "H", "C", "H", "C", "H", "N", "C", "C", "H", "C", "C", "C", "N", "S"],
  "coordinates": [[0.05330, -1.60985, 0.89614], [3.48518, 0.41334, 0.45420], [-1.27384, -1.78920, 1.97918], [-1.15472, -0.23872, -0.80903], [0.19530, -0.54019, -2.54062], [0.14943, -1.83281, -1.32262], [0.32984, 1.63919, 0.00026], [4.54269, 0.39386, 0.64118], [-1.66888, -0.77701, 0.29583], [-3.59841, 1.77602, -0.37196], [1.28243, 1.02294, 0.10635], [-3.52001, -0.38965, 1.29639], [-1.85330, 0.86537, -1.24784], [2.49144, 1.33940, 0.79215], [-2.79161, -0.04721, 0.57461], [2.72964, 2.18103, 1.43704], [1.35690, -0.04436, -0.69917], [-2.85932, 0.98966, -0.35507], [0.15703, -0.68487, -1.41603], [-0.98230, -1.85369, 0.93935], [2.92925, -0.81326, -0.65035]],
  "forces_ev_per_angstrom": [[-1.683, -0.557, 0.337], [-1.206, 0.444, -0.317], [0.821, -0.404, -2.261], [1.590, 0.487, -1.909], [-0.433, 0.350, 1.422], [0.202, 1.699, 0.115], [1.420, -0.732, 0.808], [0.081, 0.228, 0.485], [0.777, -0.479, 0.041], [0.157, 0.003, -0.426], [-1.558, 1.983, -0.146], [0.021, 0.541, 0.188], [-0.166, 0.032, 0.790], [1.810, -1.378, -0.709], [-0.974, -0.757, 1.360], [-0.408, -0.128, -0.184], [-0.413, -1.990, -0.623], [1.166, -0.939, -0.898], [-0.676, -0.905, -0.502], [0.185, 1.402, 1.904], [-0.715, 1.099, 0.525]],
  "molar_mass_g_mol": 179.25,
  "de_lowest_kcal_mol": 30.1,
  "smiles": "Nc1ccnn1Cc1cccs1",
  "spin_multiplicity": 1,
  "homo_energy_ev": -8.4,
  "orbital_gap_ev": 9.1
}

4.
{
  "formula": "C8H9N4O5Ru",
  "method": "the ωB97M-V functional and the def2-TZVPD basis",
  "symbols": ["C", "O", "N", "C", "C", "H", "O", "C", "Ru", "H", "C", "C", "O", "O", "H", "H", "C", "H", "N", "C", "H", "H", "H", "O", "N", "H", "N"],
  "coordinates": [[-0.17624, 1.36897, -2.02061], [0.25948, -0.93001, -2.35397], [-0.15787, 0.93868, -0.58272], [2.18359, 1.52420, -0.20238], [-1.58029, 0.78761, -0.09843], [0.62194, 1.61597, 1.26377], [-1.13145, 0.06077, -3.81086], [0.73844, 1.82988, 0.20134], [0.84229, -0.79447, -0.56319], [-2.22415, 0.93415, -0.96462], [-1.86275, -0.57992, 0.51397], [1.46764, -3.36903, 3.88824], [-1.20122, -1.62740, -0.23270], [2.36498, 0.25055, -0.71171], [-1.48291, -0.65889, 1.52747], [-1.71161, -1.90961, -1.00620], [-0.43953, 0.12845, -2.85038], [-0.92706, 2.13912, -2.18438], [0.92532, -1.13246, 1.30156], [0.94881, -1.75633, 2.32810], [0.80396, 1.76441, -2.29185], [-1.80365, 1.58187, 0.61476], [0.51445, 2.88060, 0.01446], [3.08788, 2.27173, -0.06792], [1.93701, -4.33793, 4.29288], [-2.93600, -0.76109, 0.53632], [0.93894, -2.21983, 3.45905]],
  "forces_ev_per_angstrom": [[-0.035, 0.037, -0.048], [0.042, -0.085, 0.058], [0.027, -0.014, 0.048], [0.119, -0.033, -0.021], [-0.025, 0.029, 0.000], [-0.012, -0.011, 0.001], [-0.009, 0.022, 0.008], [-0.024, 0.069, 0.003], [-0.186, 0.105, -0.121], [0.006, -0.005, -0.005], [-0.002, -0.050, 0.005], [0.137, 0.097, -0.085], [0.039, 0.014, 0.065], [-0.093, -0.038, 0.082], [0.007, 0.015, -0.001], [0.018, 0.019, 0.002], [0.048, -0.051, -0.031], [0.003, 0.004, 0.026], [0.113, -0.009, -0.033], [0.093, 0.029, -0.025], [0.007, -0.023, 0.000], [0.024, -0.013, 0.016], [-0.002, -0.005, 0.003], [-0.043, 0.037, -0.007], [-0.076, -0.032, 0.055], [-0.004, 0.013, -0.019], [-0.172, -0.119, 0.022]],
  "molar_mass_g_mol": 342.25,
  "total_charge": 1,
  "spin_multiplicity": 1,
  "homo_energy_ev": [-13.8, -13.8],
  "orbital_gap_ev": [6.4, 6.4]
}

5.
{
  "formula": "C8H9NO",
  "method": "the ωB97M-V functional and the def2-TZVPD basis",
  "symbols": ["C", "H", "C", "C", "C", "C", "H", "H", "C", "H", "H", "H", "H", "H", "C", "O", "C", "N", "H"],
  "coordinates": [[1.28771, -0.57119, -2.38015], [1.49521, -1.02611, -3.33904], [-0.00602, -0.62235, -1.87537], [-1.22539, -0.56786, 2.44822], [2.08931, 0.59087, -0.41700], [0.82519, 0.51772, 0.07723], [-1.68951, 2.29985, 1.03735], [-2.22099, -0.48998, -0.17144], [-1.20555, 0.49282, 1.39970], [2.90546, 1.04274, 0.12951], [-0.92089, -0.15422, 3.40369], [-2.24337, -0.96331, 2.54763], [-0.80156, -1.11045, -2.42556], [-0.56389, -1.38940, 2.18205], [2.31313, 0.04655, -1.68582], [-1.65614, 1.70417, 1.79709], [-0.23996, -0.03870, -0.63999], [-1.44744, 0.13759, 0.02877], [3.30471, 0.10125, -2.11687]],
  "forces_ev_per_angstrom": [[0.210, 0.000, -0.123], [0.004, 0.016, -0.059], [-0.421, -0.034, 0.203], [0.014, 0.262, -0.055], [0.224, -0.050, -0.077], [-2.173, -0.085, 1.240], [0.050, -0.168, -0.131], [0.126, 0.016, 0.156], [1.558, 0.488, -1.209], [0.033, 0.014, 0.082], [0.007, 0.013, 0.109], [-0.040, 0.045, 0.014], [0.012, 0.016, -0.084], [-0.002, 0.086, -0.102], [0.178, -0.048, -0.149], [-0.022, -0.731, 0.167], [0.811, 0.163, -0.117], [-0.574, 0.046, 0.173], [0.004, -0.049, -0.039]],
  "molar_mass_g_mol": 135.17,
  "de_lowest_kcal_mol": 84.7,
  "spin_multiplicity": 1,
  "homo_energy_ev": [-8.0, -7.6],
  "orbital_gap_ev": [8.5, 7.8]
}

Copy entry 3 word for word.
{
  "formula": "C8H9N3S",
  "method": "the ωB97M-V functional and the def2-TZVPD basis",
  "symbols": ["H", "C", "H", "N", "H", "H", "H", "H", "C", "H", "C", "H", "N", "C", "C", "H", "C", "C", "C", "N", "S"],
  "coordinates": [[0.05330, -1.60985, 0.89614], [3.48518, 0.41334, 0.45420], [-1.27384, -1.78920, 1.97918], [-1.15472, -0.23872, -0.80903], [0.19530, -0.54019, -2.54062], [0.14943, -1.83281, -1.32262], [0.32984, 1.63919, 0.00026], [4.54269, 0.39386, 0.64118], [-1.66888, -0.77701, 0.29583], [-3.59841, 1.77602, -0.37196], [1.28243, 1.02294, 0.10635], [-3.52001, -0.38965, 1.29639], [-1.85330, 0.86537, -1.24784], [2.49144, 1.33940, 0.79215], [-2.79161, -0.04721, 0.57461], [2.72964, 2.18103, 1.43704], [1.35690, -0.04436, -0.69917], [-2.85932, 0.98966, -0.35507], [0.15703, -0.68487, -1.41603], [-0.98230, -1.85369, 0.93935], [2.92925, -0.81326, -0.65035]],
  "forces_ev_per_angstrom": [[-1.683, -0.557, 0.337], [-1.206, 0.444, -0.317], [0.821, -0.404, -2.261], [1.590, 0.487, -1.909], [-0.433, 0.350, 1.422], [0.202, 1.699, 0.115], [1.420, -0.732, 0.808], [0.081, 0.228, 0.485], [0.777, -0.479, 0.041], [0.157, 0.003, -0.426], [-1.558, 1.983, -0.146], [0.021, 0.541, 0.188], [-0.166, 0.032, 0.790], [1.810, -1.378, -0.709], [-0.974, -0.757, 1.360], [-0.408, -0.128, -0.184], [-0.413, -1.990, -0.623], [1.166, -0.939, -0.898], [-0.676, -0.905, -0.502], [0.185, 1.402, 1.904], [-0.715, 1.099, 0.525]],
  "molar_mass_g_mol": 179.25,
  "de_lowest_kcal_mol": 30.1,
  "smiles": "Nc1ccnn1Cc1cccs1",
  "spin_multiplicity": 1,
  "homo_energy_ev": -8.4,
  "orbital_gap_ev": 9.1
}

> Number 4 is which compound?

C8H9N4O5Ru